The following is a quantum chemistry calculation of C3H4N4O in the gas phase at a distorted geometry, from the OMol25 dataset.

Structure (XYZ):
```
12
Properties=species:S:1:pos:R:3:forces:R:3:mulliken_charge:R:1
H 2.389585 -1.893585 0.023852 -1.340 -0.142 -0.007 0.219
N 1.386338 -2.208091 0.025130 1.212 0.412 -0.224 -0.660
C 0.564991 -1.234616 0.055685 -0.688 -1.176 0.704 0.469
C 0.753002 0.163089 0.200359 0.672 1.238 -0.310 -0.421
C -0.332180 0.932799 -0.078794 3.291 1.791 0.591 0.497
O -0.366650 2.284320 -0.276101 -0.269 -0.357 0.208 -0.513
N -1.508530 0.400107 -0.002415 -4.877 0.463 -0.505 0.268
N -1.815846 -0.886464 0.160474 2.842 -1.786 -0.175 -0.577
N -0.822967 -1.664412 0.118286 -1.150 -0.681 0.351 -0.215
H 1.715290 0.578049 0.522402 -0.402 -0.029 -0.630 0.304
H 0.428822 2.633498 -0.700328 0.017 -0.463 0.250 0.349
H -2.391855 0.895307 -0.048550 0.692 0.730 -0.253 0.279
```
Positions in Å, forces in eV/Å.

Summary:
SMILES string: [H]/N=c1\cc(O)[nH]nn1
HOMO energy, eV: -8.527
E_LUMO, eV: 0.24
Strongest force on any atom, eV Å⁻¹: 4.93

=====

The following is a quantum chemistry calculation of C23H34N2OS2 in the gas phase, from the OMol25 dataset.

Structure (XYZ):
```
62
Properties=species:S:1:pos:R:3:forces:R:3:mulliken_charge:R:1
C 5.510631 0.014982 1.572249 -0.202 0.007 0.125 -1.478
C 4.294833 0.809882 2.050587 0.275 0.097 -0.001 0.336
C 4.725046 2.094767 2.760226 -0.127 -0.201 0.006 -1.439
C 3.377130 1.123853 0.898470 0.101 0.055 -0.014 0.283
C 3.775046 1.882479 -0.196591 -0.065 -0.001 -0.073 -0.357
C 2.870855 2.089559 -1.224956 -0.072 -0.107 0.117 -1.308
C 1.599169 1.540255 -1.148288 0.209 0.171 0.464 0.600
C 0.632496 1.721524 -2.264420 -0.044 0.222 -0.055 0.014
O 0.280124 2.815958 -2.654877 0.105 -0.105 0.072 -0.619
C 0.173941 0.488618 -2.900096 -0.160 -0.600 -0.456 0.301
C -0.837178 0.371555 -3.821126 0.271 0.184 0.315 -0.706
C -1.003196 -0.941948 -4.289316 -0.007 -0.169 -0.074 -0.437
C -0.109350 -1.807506 -3.734194 0.334 0.141 0.298 -0.407
S 0.943374 -1.042102 -2.622055 -0.385 0.209 -0.451 0.016
C 1.274627 0.845304 0.027951 -0.092 0.060 -0.204 0.160
S -0.357307 0.252990 0.277872 -0.385 -0.206 0.093 -0.055
C -0.175767 -0.620989 1.866905 0.193 0.278 -0.265 -0.543
C -0.213668 0.318619 3.063970 -0.139 0.169 -0.083 -0.415
C -1.528237 1.091098 3.216577 -0.008 -0.091 0.265 -0.632
C -2.556683 0.430988 4.139664 0.044 -0.089 -0.074 -1.051
C -3.037762 -0.955781 3.710793 -0.159 0.340 -0.072 -0.696
C -3.746934 -0.949960 2.359802 0.155 -0.357 0.264 0.014
C -4.086344 -2.354454 1.863313 -0.091 0.301 -0.268 -0.808
C -4.378705 -2.325265 0.360368 0.092 -0.086 0.264 -1.154
N -3.227026 -1.817353 -0.369200 -0.095 -0.066 -0.101 0.791
C -3.576545 -1.079686 -1.561061 0.060 0.031 0.048 -0.951
C -2.253233 -2.844266 -0.659699 0.013 0.059 0.023 -1.049
N 2.146339 0.642145 0.997715 0.035 -0.142 0.213 -0.112
H 5.194950 -0.892976 1.063285 0.037 -0.104 -0.064 0.363
H 6.132166 -0.261852 2.420683 0.107 -0.038 0.055 0.442
H 6.112175 0.604013 0.884114 0.103 0.053 -0.088 0.305
H 3.723773 0.194367 2.752890 -0.007 0.074 -0.135 0.294
H 5.309971 2.726477 2.096032 0.085 0.103 -0.061 0.302
H 3.854138 2.656156 3.090759 -0.045 0.105 0.056 0.365
H 5.332736 1.854815 3.629660 0.085 0.025 0.091 0.439
H 4.767956 2.298004 -0.251201 0.135 0.038 0.003 0.410
H 3.145108 2.660793 -2.099991 0.023 0.069 -0.071 0.484
H -1.431930 1.212767 -4.127617 -0.077 0.189 -0.040 0.502
H -1.749080 -1.234250 -5.006249 -0.120 -0.083 -0.117 0.438
H -0.007418 -2.859552 -3.915311 -0.017 -0.224 -0.067 0.470
H -0.994790 -1.334411 1.869628 -0.060 -0.110 -0.027 0.066
H 0.779123 -1.142420 1.817894 -0.108 -0.113 0.033 0.621
H -0.022722 -0.269043 3.965534 0.056 -0.021 0.097 0.531
H 0.613063 1.022788 2.951468 -0.007 -0.114 0.067 0.098
H -1.962548 1.255791 2.229509 -0.001 0.141 -0.007 0.298
H -1.307443 2.075899 3.635170 -0.035 0.030 -0.096 0.413
H -2.123976 0.352130 5.140921 -0.030 0.073 0.057 0.333
H -3.422123 1.094695 4.210046 -0.047 0.022 0.097 0.419
H -3.723104 -1.334664 4.474301 0.057 -0.102 0.030 0.458
H -2.187663 -1.640148 3.678528 0.038 -0.124 0.015 0.313
H -4.660088 -0.355349 2.431068 -0.057 0.108 -0.034 0.412
H -3.109675 -0.490430 1.604629 -0.042 0.091 0.001 -0.101
H -4.951284 -2.757029 2.393906 0.015 -0.087 0.060 0.452
H -3.243551 -3.021416 2.055894 0.036 -0.089 0.044 0.281
H -4.675323 -3.328945 0.011733 -0.037 0.085 -0.072 0.404
H -5.220513 -1.650896 0.187691 -0.020 -0.020 -0.043 0.449
H -4.269613 -0.281317 -1.302009 -0.058 0.061 -0.041 0.406
H -2.672919 -0.627945 -1.968624 0.010 0.028 -0.094 -0.036
H -4.036260 -1.709683 -2.340602 -0.015 -0.012 -0.036 0.361
H -2.616421 -3.576551 -1.400829 -0.027 -0.025 -0.008 0.360
H -1.997868 -3.378596 0.252975 0.074 -0.089 0.040 0.345
H -1.350695 -2.374423 -1.048474 0.092 -0.046 -0.022 0.003
```
Positions in Å, forces in eV/Å.

Summary:
SMILES string: CC(C)c1ccc(C(=O)c2cccs2)c(SCCCCCCCCN(C)C)n1
HOMO energy, eV: -8.180
E_LUMO, eV: -0.04
Strongest force on any atom, eV Å⁻¹: 0.77

=====

The following is a quantum chemistry calculation of 6 unconnected molecules or ions with the total composition C26H52Cl8N2O2 at a distorted geometry, from the OMol25 dataset.

Structure (XYZ):
```
90
Properties=species:S:1:pos:R:3:forces:R:3:lowdin_spin:R:1
C 5.247267 1.626793 -2.230995 -0.822 -0.036 -0.868 0.003
C 4.871944 0.252033 -1.637022 1.499 -0.197 -0.157 0.024
C 6.164899 -0.618817 -1.649438 -0.214 -0.525 1.129 0.001
C 6.077404 -1.916761 -0.845629 0.041 -1.003 0.627 0.000
C 5.639569 -1.741317 0.593695 -0.349 1.571 -1.161 0.000
C 4.411442 -0.761878 0.700289 0.978 -0.717 1.606 0.026
N 4.459335 0.416361 -0.206910 -2.300 1.074 -0.832 0.391
O 3.464316 1.309702 -0.050798 2.302 -2.038 -0.008 0.507
C 3.079779 -1.497499 0.608139 0.281 0.176 -0.710 0.019
C 4.522758 -0.263325 2.145723 -0.823 1.124 -0.223 0.005
C 3.836433 -0.378478 -2.564758 -0.604 -0.301 0.836 0.017
H 5.905707 2.275769 -1.658332 0.070 -0.312 0.184 0.000
H 4.371413 2.199515 -2.542672 -0.251 0.032 0.671 0.000
H 5.640834 1.443596 -3.234113 0.705 -0.174 0.245 0.000
H 6.497888 -0.964535 -2.627190 -0.170 0.835 -0.355 0.000
H 6.920337 0.000596 -1.160687 0.353 -0.061 -0.289 0.001
H 7.045008 -2.419703 -0.764478 0.262 0.283 -0.461 0.000
H 5.454040 -2.714505 -1.259260 -0.283 0.422 -0.604 0.000
H 6.463239 -1.279735 1.140607 -0.002 -0.082 0.148 0.000
H 5.430044 -2.721237 1.019741 -0.267 0.198 0.271 0.000
H 2.319125 -0.733821 0.767354 -0.354 -0.418 0.255 0.002
H 2.902193 -1.966681 -0.361144 0.080 0.076 -0.086 0.000
H 3.111678 -2.300583 1.343049 -0.434 0.184 0.178 0.001
H 5.412820 0.335190 2.340919 0.320 -0.425 -0.115 0.000
H 3.717599 0.455315 2.319556 -0.266 -0.272 0.253 -0.001
H 4.435801 -1.121943 2.808737 0.122 0.172 0.174 0.000
H 4.118736 -0.032438 -3.556265 -0.605 -0.213 -0.185 0.002
H 2.824417 -0.123387 -2.244730 -0.015 0.695 -0.472 0.002
H 3.777478 -1.468230 -2.530557 0.627 -0.069 -0.078 0.000
C -1.613788 -0.487019 -3.838133 0.025 -1.524 -0.161 0.005
C -2.220285 -0.525557 -2.408001 1.156 3.117 -0.475 0.024
C -2.534017 0.989945 -2.192965 0.400 0.254 0.635 0.001
C -3.372342 1.219757 -0.942153 1.120 -0.400 -1.606 0.000
C -4.685888 0.503028 -1.186231 1.707 1.294 1.605 0.000
C -4.506256 -1.006739 -1.379148 -2.868 1.143 0.817 0.027
N -3.464697 -1.268055 -2.335394 1.508 -3.487 -0.852 0.351
O -3.283023 -2.543437 -2.690421 -0.884 2.173 0.637 0.543
C -4.459855 -1.686026 0.023769 0.765 -0.317 -0.817 0.018
C -5.898802 -1.331711 -1.968956 0.226 -1.774 -0.474 0.008
C -1.124358 -1.015031 -1.432886 0.170 -1.310 -0.495 0.017
H -2.343966 -0.219958 -4.601619 -0.174 0.051 0.185 0.000
H -1.215510 -1.466354 -4.112371 -0.170 -0.125 -0.006 0.000
H -0.762445 0.185996 -3.944527 -0.160 0.283 0.481 0.000
H -1.616392 1.580352 -2.115620 0.386 -0.457 0.071 0.000
H -2.990380 1.435378 -3.080741 -0.454 -0.341 -0.028 0.001
H -3.490869 2.297322 -0.824483 -0.143 -0.075 0.487 0.000
H -2.790421 0.758272 -0.140468 -0.280 0.372 0.476 0.000
H -5.134186 1.026911 -2.029906 -0.493 -0.353 0.063 0.000
H -5.145951 0.731461 -0.222060 -1.237 -0.556 -0.426 0.000
H -3.750338 -1.189560 0.687593 -0.203 0.146 0.162 0.000
H -5.479319 -1.689395 0.404370 0.158 0.306 0.310 0.001
H -4.167093 -2.736266 -0.019245 0.077 -0.002 -0.313 0.002
H -5.980544 -0.989682 -3.000109 -0.085 0.251 0.097 0.000
H -6.075556 -2.410606 -1.992844 0.188 -0.096 -0.119 0.000
H -6.702712 -0.953819 -1.339486 0.187 0.437 -0.069 0.000
H -0.836379 -2.021068 -1.752833 -0.064 -0.057 -0.258 0.002
H -1.338137 -1.193326 -0.379801 -0.543 0.678 -0.048 0.000
H -0.202357 -0.440623 -1.532533 -0.210 0.377 0.083 0.001
Cl -0.782048 3.070754 1.537554 -0.064 -0.067 -0.027 0.000
C 0.557988 1.967290 1.989866 -0.360 -0.218 0.022 0.000
C 0.074155 0.885369 2.941483 0.746 0.171 0.074 0.000
Cl -0.602805 -0.472003 2.051304 -0.586 -0.395 -0.434 0.000
H 1.338561 2.591932 2.417106 -0.001 -0.125 0.061 0.000
H 0.901977 1.481769 1.078905 0.219 0.263 -0.020 0.000
H -0.673270 1.223025 3.654936 0.160 0.025 0.044 0.000
H 0.934303 0.422499 3.424058 0.011 0.408 0.334 0.000
Cl 1.006626 5.608016 -2.391689 -0.156 -0.351 0.105 0.000
C 0.542305 3.961422 -1.794137 1.517 0.499 1.131 0.000
C 1.605073 2.941182 -2.208680 -1.474 -0.303 -0.948 0.001
Cl 1.409370 2.713181 -3.963716 0.380 -0.148 -0.877 0.000
H -0.498765 3.821919 -2.067113 0.248 -0.525 -0.313 0.000
H 0.623161 4.014604 -0.709207 -0.304 0.215 0.052 0.000
H 1.396855 1.931033 -1.858481 -0.024 0.268 0.675 0.001
H 2.639378 3.196661 -2.002206 -0.248 0.328 0.222 0.000
Cl -5.870482 1.652854 6.084733 0.130 0.237 -0.135 0.000
C -5.130387 2.450114 4.658286 0.152 0.419 0.474 0.000
C -3.609686 2.309469 4.625926 -0.768 -0.679 -0.706 0.000
Cl -3.241251 0.539548 4.492606 0.311 0.474 0.041 0.000
H -5.388181 3.508617 4.695292 -0.001 -0.002 0.169 0.000
H -5.631300 2.033937 3.787737 0.358 -0.170 -0.063 0.000
H -3.067192 2.736719 5.464734 -0.288 -0.187 0.198 0.000
H -3.257335 2.782163 3.709201 0.112 -0.096 -0.018 0.000
Cl -4.084165 -4.069085 3.235468 0.287 0.110 0.053 0.000
C -2.623228 -3.059761 3.395731 0.695 0.533 -1.069 0.000
C -1.324451 -3.766071 2.997496 -0.745 -0.641 1.026 0.000
Cl -1.091300 -5.065065 4.218601 0.446 -0.238 -0.003 0.000
H -2.549512 -2.656658 4.403006 -0.103 -0.222 0.045 0.000
H -2.723826 -2.223100 2.703516 -0.321 0.051 0.093 0.000
H -0.465158 -3.105569 3.077145 -0.155 0.099 -0.078 0.000
H -1.353041 -4.270953 2.034908 -0.164 0.259 -0.062 0.000
```
Positions in Å, forces in eV/Å.

Summary:
HOMO energy (spin up / spin down), eV: -8.510 / -9.659
<S²>: 2.009
Multiplicity: 3
E_LUMO (spin up / spin down), eV: 0.29 / -0.47
Strongest force on any atom, eV Å⁻¹: 3.89